DFT (ωB97M-V/def2-TZVPD) results for C17H10BrN5O4RhSe as an isolated structure at a distorted geometry.

Element x y z (Å)
Rh: 0.520 0.422 -0.139
O: 3.902 0.473 2.272
C: 2.804 0.535 1.774
O: 2.340 -0.041 0.689
C: 1.802 1.372 2.477
C: 1.957 1.796 3.795
C: 0.989 2.481 4.428
C: -0.215 2.787 3.710
C: -0.294 2.295 2.422
N: 0.675 1.610 1.782
H: 2.895 1.596 4.303
H: 1.125 2.875 5.419
H: -0.976 3.324 4.185
H: -1.209 2.442 1.870
Br: -1.973 -0.933 1.842
C: -2.595 -0.178 0.266
C: -3.945 -0.299 -0.132
C: -4.255 0.289 -1.363
C: -3.293 0.943 -2.161
C: -1.999 1.028 -1.660
N: -1.692 0.489 -0.468
C: -0.854 1.773 -2.364
O: -0.959 2.281 -3.438
O: 0.277 1.707 -1.708
H: -4.644 -0.895 0.466
H: -5.296 0.213 -1.713
H: -3.569 1.518 -3.091
Se: 1.410 -4.358 0.783
N: 1.999 -4.672 -0.897
C: 1.719 -3.564 -1.549
C: 2.006 -3.414 -2.906
C: 1.718 -2.202 -3.460
C: 1.225 -1.103 -2.683
N: 0.961 -1.273 -1.431
C: 1.216 -2.419 -0.789
N: 0.857 -2.677 0.462
H: 2.470 -4.165 -3.437
H: 1.838 -1.927 -4.456
H: 1.063 -0.127 -3.101

The energy relative to the best compared isomer or geometry (same formula, charge and spin) is 0.0 kJ/mol. Its multiplicity is 5. The total energy comes out at -171819.66312 eV. For the maximum force, the calculation gives 3.26 eV Å⁻¹. Its total charge is +1.